C4H9N | the ωB97M-V functional and the def2-TZVPD basis

Results
SMILES string ... C1CCNC1
Energy ... -5783.640 eV
Highest occupied orbital energy ... -8.48 eV
Lowest unoccupied orbital energy ... 1.2 eV

```
! RIJCOSX wB97M-V def2-TZVPD def2/J DEFGRID3
* xyz 0 1
C -0.82753 -0.90599 -0.10587
C 0.56759 -0.70430 -0.71562
C 0.83343 0.79759 -0.59295
N -0.15593 1.29128 0.37113
C -0.77632 0.13425 1.00892
H -1.58100 -0.72217 -0.86829
H -0.98677 -1.90608 0.28336
H 1.26286 -1.32343 -0.14283
H 0.66446 -1.01185 -1.75219
H 0.68899 1.31443 -1.54289
H 1.85834 1.00705 -0.26168
H 0.19297 1.92522 1.07552
H -0.08139 -0.35023 1.70006
H -1.65970 0.45424 1.54333
*
```

Atomic partial charges in e from the Löwdin method, atoms 1 to 5: -0.188, -0.190, -0.224, -0.083, -0.241

***

C19H34NORu | the ωB97M-V functional and the def2-TZVPD basis

Results
Energy ... -26353.251 eV
Highest occupied orbital energy (spin up / spin down) ... -14.72 / -16.38 eV
Lowest unoccupied orbital energy (spin up / spin down) ... -5.6 / -9.8 eV

```
! RIJCOSX wB97M-V def2-TZVPD def2/J DEFGRID3
* xyz 2 6
C 0.95122 1.82542 -1.73443
H 1.92458 2.21715 -1.38122
H 1.20975 1.36579 -2.71242
H 1.05838 1.19226 -0.02888
C -0.07377 2.97867 -1.83819
H -1.06776 2.63444 -2.20538
H -0.24080 3.31304 -0.80185
C 0.43044 4.13335 -2.70738
H -0.36531 4.86985 -2.83485
H 1.27234 4.61520 -2.19010
H 0.76494 3.78319 -3.68978
C -1.01032 -1.89047 -0.93509
C -1.63688 -0.94065 -1.81026
C -0.66568 -0.54465 -2.80679
C 0.59694 -1.18471 -2.45480
C 0.35421 -2.03141 -1.31091
C 1.32093 -2.94427 -0.67576
C 1.82169 -1.21154 -3.29066
C -0.95222 0.21588 -4.04385
C -3.07380 -0.60146 -1.79957
C -1.67988 -2.62516 0.15484
Ru 0.06202 0.29429 -1.04296
H 2.69153 -1.52360 -2.70215
H 1.70295 -1.93037 -4.12017
H 2.06793 -0.23330 -3.72557
H 2.35115 -2.69609 -0.93757
H 1.23969 -2.93329 0.41761
H 1.13334 -3.97710 -0.99575
H -2.58576 -2.10952 0.49438
H -1.98486 -3.63641 -0.15514
H -1.01959 -2.74929 1.02315
H -3.26521 0.33369 -2.32786
H -3.68093 -1.38630 -2.27102
H -3.43585 -0.49409 -0.77172
H -0.20506 0.99787 -4.23480
H -0.97215 -0.43833 -4.92925
H -1.92159 0.72232 -3.97233
O 1.42155 -0.22785 0.98245
C 0.86519 -0.26201 2.11715
C 1.76257 -0.53342 3.28263
C 1.71444 0.62075 4.28534
C 0.53554 0.51187 5.23438
C -0.83154 0.77581 4.58409
C -1.20208 -0.24345 3.52408
N -0.43697 -0.04725 2.28021
H 1.47661 -1.49657 3.72469
H 2.77358 -0.61467 2.86418
H 2.64885 0.59617 4.86049
H 1.70036 1.58556 3.75186
H 0.52140 -0.49643 5.67568
H 0.67624 1.22856 6.05351
H -1.60044 0.73654 5.36970
H -0.85994 1.78938 4.15914
H -1.01405 -1.26611 3.88992
H -2.26213 -0.16842 3.28494
H -1.00579 0.10110 1.42403
*
```

Atomic partial charges in e from the Löwdin method, atoms 1 to 5: -0.327, 0.107, 0.077, 0.156, -0.306

***

C7H15N3O2S | the ωB97M-V functional and the def2-TZVPD basis

Results
Energy ... -26898.603 eV
Highest occupied orbital energy ... -8.32 eV
Lowest unoccupied orbital energy ... 0.2 eV

```
! RIJCOSX wB97M-V def2-TZVPD def2/J DEFGRID3
* xyz 0 1
C -1.37635 -0.05531 -1.18486
C 0.47473 -1.55143 1.47620
C -0.45965 -2.86092 -0.45108
C 1.42273 1.16337 -1.12093
C 3.15434 1.66873 0.56490
C -0.81074 -1.87221 0.59602
C 1.92450 1.51036 0.23343
N -1.62595 1.39777 -1.03014
N -1.32577 -0.56374 0.04203
N -1.39731 0.47397 0.99847
O -1.26759 -0.70332 -2.21863
O -3.30948 2.30993 0.60439
S -1.71865 1.93694 0.53216
H 1.35644 -1.43565 0.80357
H 0.22130 -0.70297 2.07083
H 0.64438 -2.48578 2.12476
H -1.28382 -2.92549 -1.14112
H -0.32637 -3.84902 0.09554
H 0.38978 -2.56519 -0.97711
H 2.17965 1.20951 -1.85748
H 0.91563 0.11138 -0.95547
H 0.49356 1.81391 -1.37824
H 3.97434 1.55355 -0.09785
H -3.51758 3.23702 0.49249
H 3.37208 1.88625 1.64788
H -1.59721 -2.18100 1.21874
H 1.03498 1.62486 0.85000
H -1.54196 1.85448 -1.93849
*
```

Atomic partial charges in e from the Löwdin method, atoms 1 to 5: -0.565, -0.046, -0.066, -0.096, -0.023

***

C17H13F3N4O5S | the ωB97M-V functional and the def2-TZVPD basis

Results
SMILES string ... O=C(CSc1nnc(CNC(=O)c2ccco2)o1)Nc1ccc(OC(F)(F)F)cc1
Energy ... -53025.761 eV
Highest occupied orbital energy ... -8.45 eV
Lowest unoccupied orbital energy ... 0.5 eV

```
! RIJCOSX wB97M-V def2-TZVPD def2/J DEFGRID3
* xyz 0 1
O 3.61388 2.04883 -2.15083
C 3.30976 0.88113 -2.13590
C 4.42670 -0.16415 -2.19541
S 4.01723 -1.87853 -1.74933
C 3.34184 -1.60366 -0.18523
N 3.18586 -0.46735 0.42403
N 2.51949 -0.73995 1.56128
C 2.30260 -2.01204 1.58874
C 1.51368 -2.77143 2.59735
N 0.13247 -2.33364 2.58261
C -0.54159 -2.19553 1.41202
O -0.05251 -2.46988 0.33002
C -1.92107 -1.72447 1.56246
C -2.93906 -1.68601 0.64191
C -4.05722 -1.14930 1.31322
C -3.64143 -0.89814 2.58695
O -2.36025 -1.24635 2.75227
O 2.82345 -2.63477 0.50553
N 2.04700 0.39095 -2.11603
C 0.88267 1.08838 -1.78066
C -0.21898 0.35031 -1.35846
C -1.38855 0.98453 -0.98010
C -1.45120 2.36549 -1.02319
O -2.59683 3.10724 -0.65104
C -3.52125 2.55187 0.09267
F -3.06133 1.95342 1.20925
F -4.25822 1.60736 -0.53024
F -4.38381 3.48373 0.49017
C -0.36662 3.11276 -1.45552
C 0.79753 2.47780 -1.83905
H 5.23043 0.18241 -1.54553
H 4.80674 -0.22061 -3.21711
H 1.92358 -2.60911 3.59432
H 1.57157 -3.83405 2.33505
H -0.27013 -1.94787 3.42076
H -2.88284 -2.01872 -0.37434
H -5.02829 -0.96664 0.90235
H -4.14948 -0.48141 3.43400
H 1.94110 -0.61665 -2.10766
H -0.16354 -0.72650 -1.29278
H -2.22255 0.38828 -0.64852
H -0.44775 4.18663 -1.48340
H 1.64964 3.05265 -2.15928
*
```

Atomic partial charges in e from the Löwdin method, atoms 1 to 5: 0.079, -0.535, -0.345, 1.019, -0.683

***

Among the records above, which one has the lowest energy?
C17H13F3N4O5S

***

The highest energy belongs to which entry?
C4H9N

***

Which of these has the highest energy?
C4H9N